1.
{"formula": "C9H12Cl6F9NaO9S3", "method": "wB97M-V/def2-TZVPD", "species": ["Na", "C", "F", "F", "F", "S", "O", "O", "O", "C", "F", "F", "F", "S", "O", "O", "O", "C", "F", "F", "F", "S", "O", "O", "O", "Cl", "C", "C", "Cl", "H", "H", "H", "H", "Cl", "C", "C", "Cl", "H", "H", "H", "H", "Cl", "C", "C", "Cl", "H", "H", "H", "H"], "xyz": [[0.478, 0.781, 0.409], [-2.329, 3.222, -2.883], [-3.426, 2.790, -3.518], [-1.980, 4.387, -3.433], [-2.639, 3.342, -1.582], [-0.975, 1.893, -3.085], [-0.569, 1.670, -1.700], [-1.619, 0.756, -3.712], [0.049, 2.482, -3.943], [3.736, -1.690, -2.290], [3.696, -2.100, -1.016], [4.852, -1.022, -2.553], [3.645, -2.778, -3.062], [2.233, -0.537, -2.568], [2.689, 0.330, -3.661], [1.064, -1.355, -2.889], [2.117, 0.195, -1.287], [-4.108, -0.413, -0.609], [-5.159, -1.212, -0.750], [-4.038, 0.432, -1.628], [-4.342, 0.279, 0.548], [-2.479, -1.382, -0.437], [-2.841, -2.511, 0.397], [-2.145, -1.779, -1.793], [-1.538, -0.433, 0.161], [4.970, 0.377, 0.334], [4.510, -0.185, 1.939], [3.957, 0.919, 2.822], [2.556, 1.704, 2.097], [5.332, -0.663, 2.476], [3.771, -0.973, 1.799], [4.733, 1.642, 3.069], [3.636, 0.477, 3.767], [-3.219, 2.275, 4.186], [-3.636, 1.749, 2.549], [-3.002, 2.690, 1.547], [-1.213, 2.660, 1.568], [-4.719, 1.692, 2.505], [-3.156, 0.773, 2.512], [-3.339, 3.719, 1.665], [-3.328, 2.447, 0.536], [0.591, -3.276, -0.668], [0.543, -3.838, 1.017], [1.400, -3.033, 1.963], [0.825, -1.408, 2.363], [0.897, -4.868, 1.062], [-0.496, -3.790, 1.344], [2.394, -2.913, 1.525], [1.620, -3.523, 2.913]], "atomic_forces_ev_per_a": [[-0.380, -0.526, -1.523], [0.944, -2.117, -0.659], [-0.514, 0.442, 0.008], [-0.247, 0.471, 0.568], [-0.233, 0.918, -0.083], [1.544, -1.307, -0.843], [-0.190, 0.586, -0.009], [-0.534, 0.892, 0.464], [-0.859, 0.589, 0.757], [-2.708, 1.071, -0.209], [0.835, -0.350, 0.290], [0.590, -0.500, 0.235], [0.580, -0.105, -0.133], [-1.443, 1.841, -1.066], [0.160, -1.194, 0.990], [1.732, 0.029, 0.525], [0.484, -0.974, -0.202], [1.607, -0.464, 0.545], [-0.354, -0.219, -0.403], [-0.393, 0.127, 0.297], [-0.196, 0.124, -0.518], [1.097, -0.742, -1.874], [-0.346, 0.239, 0.873], [-0.742, 0.648, 0.928], [-0.863, -0.087, 0.413], [0.443, 0.145, 0.206], [-0.455, -0.341, 0.303], [0.400, -0.744, 0.226], [-0.060, 0.607, 0.105], [0.313, 0.232, -0.246], [-0.195, 0.192, -0.097], [-0.186, 0.281, -0.319], [-0.135, -0.048, -0.064], [-0.049, 0.509, 1.146], [1.148, -0.127, 0.080], [-0.777, 0.023, -0.883], [-0.356, 0.301, 0.321], [0.113, 0.026, -0.334], [-0.410, -0.060, -0.501], [0.318, 0.052, 0.473], [0.339, -0.408, 0.079], [0.171, 0.037, 0.459], [-0.532, 0.118, 0.269], [1.402, -0.194, -0.344], [-0.248, 0.175, 0.150], [-0.031, -0.030, -0.070], [-0.061, -0.106, -0.117], [-0.112, 0.190, -0.241], [-0.610, -0.222, 0.030]], "mulliken_charge": [0.4967, 0.4408, -0.2580, -0.2438, -0.2101, 1.0465, -0.3820, -0.6559, -0.6783, 0.2848, -0.1594, -0.2171, -0.2476, 1.1171, -0.6685, -0.6056, -0.4932, 0.3152, -0.2232, -0.2034, -0.2475, 1.1536, -0.6938, -0.6425, -0.2541, -0.1273, 0.2333, -0.5394, -0.0421, 0.3958, -0.4332, 0.3560, 0.2772, -0.2531, -0.3218, -0.2222, -0.0529, 0.3794, 0.1321, 0.4517, 0.0156, -0.0814, -0.5472, -0.4042, -0.1032, 0.3437, 0.2599, 0.0800, 0.4328], "orbital_gap_ev": 6.13, "total_energy_ev": -164474.385, "relative_energy_kcal_mol": 21.9, "charge": -2}

2.
{"formula": "C12H18BClF4N4O8S", "method": "wB97M-V/def2-TZVPD", "species": ["C", "N", "C", "C", "O", "C", "C", "O", "C", "C", "F", "F", "C", "F", "F", "O", "S", "O", "O", "C", "C", "C", "N", "B", "N", "O", "C", "Cl", "O", "N", "O", "H", "H", "H", "H", "H", "H", "H", "H", "H", "H", "H", "H", "H", "H", "H", "H", "H", "H"], "xyz": [[4.647, -1.367, -1.432], [3.414, -1.210, -0.650], [3.723, -0.652, 0.667], [2.515, -0.375, -1.391], [2.853, 0.684, -1.842], [1.129, -0.930, -1.731], [-0.112, -0.640, -0.861], [-1.239, -1.229, -1.516], [-0.088, -1.282, 0.543], [0.218, -2.784, 0.629], [1.530, -3.006, 0.421], [-0.478, -3.514, -0.291], [-0.157, -3.357, 2.013], [0.427, -4.577, 2.118], [0.351, -2.565, 2.980], [-1.383, -1.160, 1.156], [-1.755, 0.323, 1.616], [-0.713, 0.822, 2.460], [-3.082, 0.221, 2.129], [-1.776, 1.209, 0.042], [-3.140, 0.813, -0.623], [-4.299, 1.706, -0.226], [-4.920, 2.490, -1.006], [-1.870, 2.802, 0.357], [-2.054, 3.310, 1.710], [-1.844, 3.580, -0.759], [-0.513, 0.887, -0.830], [-0.803, 1.376, -2.522], [0.553, 1.769, -0.476], [1.237, 1.459, 0.747], [1.661, 2.429, 1.215], [5.223, -2.202, -1.031], [4.415, -1.547, -2.483], [5.277, -0.467, -1.393], [4.299, 0.279, 0.601], [4.332, -1.384, 1.202], [2.810, -0.511, 1.242], [1.227, -2.019, -1.780], [0.913, -0.587, -2.743], [-0.949, -1.999, -2.017], [0.630, -0.801, 1.213], [-1.232, -3.500, 2.121], [-3.066, 0.805, -1.706], [-3.410, -0.200, -0.314], [-4.619, 1.645, 0.815], [-4.515, 2.463, -1.944], [-1.167, 3.569, 2.133], [-2.635, 4.144, 1.699], [-1.877, 4.517, -0.530]], "atomic_forces_ev_per_a": [[0.250, 0.184, 0.087], [0.096, -0.039, -0.330], [0.121, -0.483, 0.079], [-0.234, 0.310, 0.101], [0.131, 0.198, -0.138], [0.287, -0.464, 0.202], [-0.580, -0.385, -0.554], [0.145, 0.140, -0.040], [0.396, 0.147, 0.515], [-0.285, 0.021, 0.147], [-0.080, 0.090, -0.080], [0.162, 0.041, 0.032], [0.075, -0.469, -0.224], [0.022, 0.059, 0.018], [-0.066, 0.039, 0.014], [0.036, 0.077, -0.365], [-0.518, 0.553, 0.595], [0.241, -0.184, -0.289], [0.310, -0.137, -0.196], [-0.278, -0.055, -0.189], [-0.348, -0.272, 0.195], [-0.020, 0.145, -0.188], [0.068, -0.140, 0.276], [0.297, 0.069, -0.075], [-0.004, 0.354, -0.673], [-0.241, 0.024, 0.267], [0.314, -0.241, 0.042], [0.077, 0.061, -0.007], [-0.425, 0.236, 0.281], [0.092, -0.046, 0.184], [0.130, -0.119, -0.203], [-0.106, -0.026, -0.043], [-0.024, -0.166, 0.106], [-0.072, -0.020, -0.009], [-0.189, 0.112, -0.003], [-0.054, 0.052, -0.024], [0.056, 0.126, 0.021], [-0.019, 0.043, 0.101], [-0.114, 0.178, 0.170], [-0.027, -0.022, 0.091], [0.077, -0.029, -0.180], [0.013, 0.287, 0.108], [0.209, 0.116, 0.011], [0.128, -0.005, -0.117], [-0.010, 0.032, -0.061], [0.027, -0.008, -0.006], [-0.122, -0.401, 0.395], [0.089, 0.051, 0.105], [-0.033, -0.037, -0.149]], "mulliken_charge": [-1.0019, 0.3346, -0.9834, -0.1897, -0.5381, -1.7063, 1.0782, -0.6535, -0.6840, 0.6565, -0.2712, -0.3446, 0.0976, -0.3075, -0.2448, -0.5930, 1.4970, -0.6531, -0.7455, 0.0115, -1.1010, -0.3342, -0.7238, 0.8553, -0.3892, -0.6720, 0.7795, -0.2266, -0.4591, 0.6652, -0.5395, 0.3496, 0.3533, 0.3328, 0.4109, 0.3768, 0.2073, 0.5584, 0.7364, 0.6361, 0.7258, 0.3094, 0.5307, 0.3923, 0.4977, 0.2787, 0.2043, 0.2055, 0.2809], "smiles": "[H]/N=C\\C[C@]1(B(N)O)[C@@](Cl)(ON=O)[C@@](O)(CC(=O)N(C)C)[C@H](C(F)(F)C(F)F)OS1(=O)=O", "orbital_gap_ev": 9.03, "total_energy_ev": -69978.235}

3.
{"formula": "C4H3NOS", "method": "wB97M-V/def2-TZVPD", "species": ["C", "C", "C", "C", "H", "H", "H", "N", "O", "S"], "xyz": [[2.147, 0.375, -0.211], [-1.081, 0.446, -0.145], [-2.536, 0.168, -0.119], [-3.700, 0.056, 0.028], [3.229, -0.243, -0.546], [-0.782, 1.576, -0.628], [-4.833, 0.150, -0.107], [-0.340, -0.501, 0.431], [1.962, 1.553, 0.209], [1.256, -1.042, -0.045]], "atomic_forces_ev_per_a": [[2.975, 2.017, 1.705], [1.195, -0.152, 0.611], [4.142, 1.210, 0.544], [-5.153, 0.312, -0.778], [-1.843, 2.543, 0.417], [-0.369, -3.534, 1.123], [2.461, -0.516, 0.620], [-1.277, 0.837, -2.658], [0.696, -4.375, -2.307], [-2.828, 1.660, 0.723]], "mulliken_charge": [0.2469, -0.0015, -0.5164, 0.2746, 0.1390, 0.2747, 0.3566, -0.4047, -0.4811, 0.1118], "smiles": "C#C/C=N/SC=O", "orbital_gap_ev": 8.96, "total_energy_ev": -18563.917, "relative_energy_kcal_mol": 100.0}

4.
{"formula": "C24H43ErIP2", "method": "wB97M-V/def2-TZVPD", "species": ["Er", "C", "C", "C", "C", "C", "C", "H", "H", "H", "C", "H", "H", "H", "C", "H", "H", "H", "C", "H", "H", "H", "C", "H", "H", "H", "C", "C", "C", "C", "C", "C", "C", "C", "H", "H", "H", "H", "H", "H", "H", "H", "H", "H", "H", "H", "P", "P", "C", "C", "H", "H", "H", "H", "C", "H", "H", "H", "C", "H", "H", "H", "C", "H", "H", "H", "C", "H", "H", "H", "I"], "xyz": [[0.821, -1.666, -2.389], [0.036, -0.526, -0.059], [-0.924, -0.011, -1.009], [-1.092, -2.317, -0.981], [-0.183, -1.908, 0.054], [-1.566, -1.107, -1.667], [0.808, 0.326, 0.874], [1.187, 1.172, 0.314], [1.697, -0.198, 1.243], [0.229, 0.760, 1.706], [0.377, -2.693, 1.192], [0.764, -2.000, 1.954], [1.217, -3.324, 0.843], [-0.417, -3.279, 1.677], [-1.808, -3.625, -0.947], [-1.785, -4.030, 0.082], [-1.364, -4.380, -1.617], [-2.867, -3.463, -1.202], [-2.792, -0.979, -2.496], [-3.597, -1.643, -2.142], [-2.613, -1.165, -3.569], [-3.149, 0.051, -2.415], [-1.370, 1.410, -0.942], [-2.448, 1.549, -0.682], [-1.136, 1.930, -1.889], [-0.797, 1.920, -0.142], [2.643, 2.524, -0.282], [1.985, 3.648, -0.017], [0.995, 4.276, -0.950], [1.603, 4.587, -2.375], [1.079, 3.759, -3.493], [0.917, 2.431, -3.361], [1.617, 1.539, -2.370], [2.919, 2.053, -1.685], [0.604, 5.216, -0.519], [2.689, 4.495, -2.250], [0.057, 3.679, -1.047], [3.304, 2.909, -2.230], [2.933, 1.751, 0.466], [2.172, 4.215, 0.900], [3.688, 1.267, -1.699], [0.960, 1.142, -1.582], [0.268, 1.903, -4.068], [1.947, 0.626, -2.958], [1.377, 5.636, -2.603], [0.734, 4.292, -4.388], [3.370, 0.114, -4.339], [1.106, -1.980, -5.041], [3.498, -0.637, -5.999], [2.747, -1.960, -6.021], [4.558, -0.775, -6.254], [3.129, 0.093, -6.736], [2.535, -2.232, -7.062], [3.328, -2.803, -5.627], [0.688, -3.497, -6.031], [-0.345, -3.813, -5.874], [1.357, -4.301, -5.705], [0.854, -3.314, -7.107], [0.270, -0.759, -6.144], [0.593, -0.865, -7.193], [0.461, 0.272, -5.828], [-0.814, -0.906, -6.084], [4.857, -0.517, -3.504], [4.811, -0.316, -2.426], [5.757, -0.075, -3.956], [4.868, -1.605, -3.626], [3.798, 1.869, -4.708], [3.964, 2.014, -5.783], [4.691, 2.203, -4.152], [2.960, 2.533, -4.451], [2.190, -4.027, -1.538]], "atomic_forces_ev_per_a": [[0.136, 0.738, 2.142], [-1.614, -0.118, -0.552], [0.178, -1.136, 0.279], [-0.222, 0.928, 0.707], [-0.097, 0.074, -0.712], [0.861, -0.167, 1.831], [0.563, 0.231, -0.009], [-0.218, 0.019, 0.284], [-0.279, 0.098, 0.219], [0.103, -0.430, -0.159], [0.369, -0.238, 0.070], [-0.120, -0.288, -0.250], [-0.659, 0.045, 0.611], [0.359, -0.105, -0.224], [-0.127, -0.514, -0.119], [0.053, 0.104, -0.556], [-0.355, 0.106, 0.236], [0.329, -0.279, -0.064], [-0.274, 0.066, -0.574], [0.301, 0.174, -0.230], [-0.262, -0.078, 0.303], [-0.082, -0.130, -0.093], [0.218, 0.869, -0.413], [0.729, -0.382, -0.385], [-0.458, 0.097, 0.435], [-0.343, -0.197, -0.481], [0.875, -0.940, 0.212], [-0.158, 0.369, 0.585], [-0.287, 0.899, -0.954], [0.064, 0.959, 0.730], [-0.608, -0.954, 0.198], [-0.147, 0.323, -0.434], [0.169, -0.841, 0.296], [-1.214, -0.180, -0.163], [0.496, -0.266, -0.141], [-0.270, 0.523, -0.311], [0.931, 0.061, 0.008], [0.248, -0.458, -0.160], [0.783, 1.656, -0.027], [-0.629, -0.847, 0.364], [-0.301, 0.307, 0.182], [0.011, 0.473, -0.326], [0.398, 0.118, -0.152], [-0.819, 1.118, 0.640], [0.260, -0.227, 0.031], [-0.201, -0.379, 0.427], [0.659, -0.239, -0.994], [0.892, -0.673, -4.650], [0.493, 0.041, -0.014], [0.374, 0.074, 0.516], [-0.134, -0.079, 0.007], [-0.234, -0.357, 0.252], [-0.305, 0.066, 0.381], [0.154, 0.307, 0.092], [-0.621, -0.361, 0.460], [0.042, -0.113, -0.015], [-0.184, 0.031, -0.044], [-0.193, 0.021, 0.629], [-0.496, 0.471, 0.315], [-0.075, -0.140, 0.503], [0.059, -0.091, -0.027], [0.096, 0.014, -0.103], [0.259, -0.136, 0.069], [0.204, -0.001, -0.328], [-0.171, -0.227, 0.285], [0.119, 0.076, 0.028], [-0.084, 0.549, 0.131], [0.155, -0.235, 0.232], [-0.340, -0.225, -0.258], [0.449, -0.300, -0.050], [0.190, 0.324, -0.719]], "lowdin_spin": [3.0275, -0.0054, -0.0020, -0.0017, -0.0017, -0.0034, -0.0007, -0.0001, 0.0000, -0.0003, 0.0000, 0.0000, 0.0001, 0.0000, 0.0005, 0.0000, 0.0001, 0.0001, 0.0001, 0.0000, 0.0000, 0.0000, 0.0001, 0.0000, 0.0000, 0.0000, 0.0000, -0.0001, 0.0000, 0.0000, 0.0000, 0.0000, 0.0001, 0.0000, 0.0000, 0.0000, 0.0000, 0.0000, 0.0000, 0.0000, 0.0000, 0.0001, 0.0000, -0.0002, 0.0000, 0.0000, -0.0002, -0.0033, -0.0001, -0.0004, 0.0000, 0.0000, -0.0001, 0.0000, -0.0004, 0.0000, 0.0000, -0.0001, -0.0004, -0.0001, 0.0000, 0.0000, 0.0001, 0.0000, 0.0000, 0.0000, -0.0001, 0.0000, 0.0000, 0.0000, -0.0079], "orbital_gap_ev": [7.32, 7.47], "total_energy_ev": -79877.460, "spin_multiplicity": 4, "relative_energy_kcal_mol": 15.3, "charge": 1}